Record 1
Entry from OMol25: a molecular structure, C34H30N2O5OsPSSi (wB97M-V/def2-TZVPD).

**Molar mass**: 827.980 g mol⁻¹
**E_tot**: -2918.831450 hartree
**ΔE to the lowest compared entry with this formula, charge and spin**: 25.1 kcal/mol
**Charge**: +1
**E_LUMO**: -0.13317 Eh

CARTESIAN COORDINATES (ANGSTROEM)
Os (-1.268, -0.249, -0.263)
O (-0.765, -2.309, -0.730)
C (-0.778, -2.860, -1.847)
C (-1.206, -2.293, -3.081)
C (-0.919, -2.996, -4.264)
C (-1.268, -2.436, -5.458)
C (-1.907, -1.191, -5.535)
C (-2.214, -0.502, -4.390)
C (-1.880, -1.041, -3.132)
O (-2.239, -0.422, -2.046)
N (-0.960, -3.162, -6.701)
O (-1.286, -2.636, -7.744)
O (-0.403, -4.234, -6.596)
H (-0.373, -3.878, -1.889)
H (-0.425, -3.958, -4.241)
H (-2.151, -0.792, -6.510)
H (-2.719, 0.452, -4.420)
C (1.257, 3.496, -3.786)
Si (2.201, 3.550, -2.178)
C (4.015, 3.864, -2.471)
C (1.487, 4.809, -1.002)
C (2.056, 1.822, -1.394)
C (3.148, 0.985, -1.215)
C (3.017, -0.313, -0.705)
C (1.777, -0.776, -0.353)
N (0.701, 0.023, -0.500)
C (0.831, 1.270, -1.006)
S (-0.785, 1.912, -1.033)
H (1.425, 4.410, -4.360)
H (0.182, 3.402, -3.621)
H (1.580, 2.653, -4.401)
H (4.146, 4.849, -2.922)
H (4.452, 3.135, -3.156)
H (4.589, 3.852, -1.542)
H (1.728, 5.817, -1.346)
H (1.900, 4.692, 0.002)
H (0.401, 4.735, -0.930)
H (4.138, 1.337, -1.480)
H (3.875, -0.959, -0.589)
H (1.606, -1.774, 0.019)
O (-3.522, 1.222, 0.197)
C (-2.472, 1.072, 0.759)
C (-2.180, 1.603, 2.118)
C (-2.810, 2.730, 2.631)
C (-2.508, 3.126, 3.923)
C (-1.623, 2.381, 4.700)
C (-1.025, 1.237, 4.192)
C (-1.298, 0.862, 2.883)
P (-0.722, -0.610, 2.011)
C (-1.674, -1.986, 2.705)
C (-2.734, -2.522, 1.978)
C (-3.531, -3.515, 2.530)
C (-3.271, -3.974, 3.811)
C (-2.217, -3.442, 4.543)
C (-1.420, -2.452, 3.995)
C (0.988, -0.866, 2.534)
C (1.816, 0.230, 2.762)
C (3.156, 0.038, 3.063)
C (3.676, -1.246, 3.132)
C (2.858, -2.344, 2.897)
C (1.518, -2.156, 2.596)
H (-3.513, 3.279, 2.019)
H (-2.966, 4.014, 4.335)
H (-1.405, 2.693, 5.713)
H (-0.356, 0.652, 4.811)
H (-2.952, -2.170, 0.976)
H (-4.353, -3.926, 1.959)
H (-3.892, -4.747, 4.243)
H (-2.017, -3.800, 5.544)
H (-0.599, -2.046, 4.573)
H (1.420, 1.237, 2.698)
H (3.793, 0.893, 3.246)
H (4.721, -1.394, 3.374)
H (3.263, -3.346, 2.951)
H (0.884, -3.014, 2.412)

Record 2
Entry from OMol25: a molecular structure, C34H31BCrIN11O3PS in a non-equilibrium geometry (wB97M-V/def2-TZVPD).

**Molar mass**: 894.449 g mol⁻¹
**Multiplicity**: 6
**E_tot**: -4248.868557 hartree
**ΔE to the lowest compared entry with this formula, charge and spin**: 3.5 kcal/mol
**⟨S²⟩**: 8.78
**E_LUMO (alpha / beta)**: -0.00727 / -0.00330 Eh

CARTESIAN COORDINATES (ANGSTROEM)
Cr (1.978, 0.617, 0.730)
C (5.616, 1.186, 2.496)
C (4.714, 1.376, 1.429)
N (3.435, 1.264, 1.859)
N (3.470, 1.066, 3.248)
C (4.758, 1.046, 3.637)
B (2.096, 0.932, 3.956)
N (1.522, -0.466, 3.584)
C (0.476, -1.159, 4.146)
C (-0.265, -1.789, 3.160)
C (0.397, -1.475, 1.965)
N (1.533, -0.822, 2.237)
N (1.156, 1.969, 3.296)
C (0.754, 3.189, 3.615)
C (-0.031, 3.711, 2.560)
C (0.010, 2.709, 1.560)
N (0.798, 1.723, 1.975)
N (2.095, 1.123, 5.463)
C (2.835, 1.957, 6.252)
C (2.136, 2.248, 7.391)
C (0.896, 1.564, 7.198)
N (0.873, 0.869, 6.088)
H (6.687, 1.123, 2.394)
H (4.891, 1.615, 0.377)
H (5.059, 0.887, 4.672)
H (0.327, -1.157, 5.213)
H (-1.112, -2.440, 3.272)
H (0.158, -1.801, 0.953)
H (0.956, 3.590, 4.591)
H (-0.501, 4.695, 2.501)
H (-0.484, 2.604, 0.620)
H (3.816, 2.336, 5.986)
H (2.505, 2.822, 8.256)
H (0.036, 1.604, 7.849)
O (0.178, -3.295, -2.855)
S (-0.903, -3.095, -1.937)
O (-0.911, -3.706, -0.636)
O (-0.919, -1.202, -1.712)
C (-2.558, -3.115, -2.628)
C (-3.140, -4.322, -3.009)
C (-4.386, -4.304, -3.585)
C (-5.185, -3.141, -3.527)
C (-4.616, -1.927, -3.182)
C (-3.220, -1.912, -2.807)
P (-2.132, -0.510, -2.452)
C (-3.072, 0.428, -1.289)
C (-3.993, 1.386, -1.669)
C (-4.659, 2.115, -0.692)
C (-4.433, 1.831, 0.645)
C (-3.646, 0.767, 1.070)
C (-2.963, 0.037, 0.104)
C (-1.597, 0.461, -3.882)
C (-1.035, -0.044, -5.098)
C (-0.369, 0.762, -6.047)
C (-0.475, 2.140, -5.969)
C (-1.036, 2.695, -4.833)
C (-1.587, 1.906, -3.822)
H (-2.643, -5.255, -2.767)
H (-4.792, -5.247, -3.943)
H (-6.274, -3.190, -3.731)
H (-5.210, -1.034, -3.163)
H (-4.220, 1.575, -2.705)
H (-5.395, 2.896, -0.974)
H (-4.893, 2.510, 1.405)
H (-3.539, 0.656, 2.136)
H (-2.429, -0.871, 0.336)
H (-1.014, -1.107, -5.203)
H (0.265, 0.262, -6.812)
H (-0.021, 2.754, -6.762)
H (-1.067, 3.778, -4.723)
H (-2.013, 2.403, -2.977)
I (1.706, 2.206, -1.485)
N (3.427, -1.799, -4.041)
C (3.003, -2.001, -2.747)
C (2.318, -1.037, -2.012)
N (2.242, -1.107, -0.673)
C (2.560, -2.266, -0.051)
C (3.172, -3.261, -0.813)
N (3.386, -3.171, -2.155)
H (2.896, -1.121, -4.583)
H (3.712, -2.649, -4.524)
H (1.965, -0.080, -2.395)
H (2.412, -2.338, 1.019)
H (3.514, -4.181, -0.377)

Record 3
Entry from OMol25: a molecular structure, C34H31BaN7O4S2Se (wB97M-V/def2-TZVPD).

**Molar mass**: 882.089 g mol⁻¹
**E_tot**: -5222.077350 hartree
**ΔE to the lowest compared entry with this formula, charge and spin**: 0.0 kcal/mol
**Charge**: -2
**E_LUMO**: 0.15283 Eh

CARTESIAN COORDINATES (ANGSTROEM)
Ba (-0.108, -1.012, -0.126)
C (-3.334, 2.051, 0.239)
C (-3.673, 0.617, 0.427)
N (-2.828, -0.388, 0.478)
C (-3.599, -1.525, 0.640)
C (-4.926, -1.191, 0.688)
N (-4.946, 0.166, 0.551)
C (-6.219, -1.948, 0.842)
O (-6.111, -3.206, 0.969)
O (-7.248, -1.266, 0.849)
C (-2.962, -2.858, 0.656)
O (-3.732, -3.889, 0.801)
O (-1.744, -2.955, 0.512)
H (-2.257, 2.197, 0.311)
H (-3.779, 2.654, 1.031)
H (-3.696, 2.410, -0.727)
H (-5.808, 0.687, 0.571)
H (-4.763, -3.608, 0.865)
C (4.043, -0.181, -3.045)
C (3.692, 0.381, -1.667)
C (3.079, 1.755, -1.715)
C (3.850, 2.881, -1.458)
C (3.289, 4.150, -1.441)
C (1.930, 4.294, -1.662)
C (1.125, 3.190, -1.928)
C (-0.365, 3.368, -2.079)
C (-0.799, 3.687, -3.510)
C (1.714, 1.922, -1.988)
N (0.902, 0.784, -2.189)
C (0.561, 0.461, -3.386)
C (-0.314, -0.620, -3.700)
C (-0.701, -1.061, -4.972)
C (-1.563, -2.138, -4.759)
C (-1.642, -2.292, -3.366)
N (-0.899, -1.383, -2.720)
H (4.479, -1.177, -2.949)
H (4.758, 0.466, -3.561)
H (3.154, -0.267, -3.672)
H (4.593, 0.424, -1.050)
H (3.017, -0.312, -1.161)
H (4.904, 2.751, -1.235)
H (3.901, 5.015, -1.215)
H (1.469, 5.274, -1.595)
H (-0.686, 4.172, -1.411)
H (-0.871, 2.462, -1.742)
H (-0.288, 4.579, -3.881)
H (-1.876, 3.861, -3.564)
H (-0.560, 2.862, -4.183)
H (0.954, 1.030, -4.238)
H (-0.386, -0.640, -5.917)
H (-2.066, -2.737, -5.503)
H (-2.214, -3.028, -2.817)
S (2.358, -3.054, -0.066)
C (3.082, -3.394, 1.473)
C (4.279, -4.148, 1.508)
C (4.926, -4.465, 2.681)
C (4.420, -4.042, 3.911)
C (3.256, -3.300, 3.916)
C (2.591, -2.975, 2.731)
S (1.070, -2.086, 2.928)
H (4.678, -4.479, 0.558)
H (5.840, -5.049, 2.642)
H (4.924, -4.283, 4.838)
H (2.835, -2.951, 4.851)
N (2.639, -0.119, 1.817)
C (1.564, -0.426, 2.450)
H (3.206, -0.934, 1.608)
Se (0.975, 2.102, 1.547)
N (0.624, 0.541, 2.574)
C (-0.582, 0.715, 3.303)
C (-1.118, -0.128, 4.252)
C (-2.350, 0.171, 4.845)
C (-3.008, 1.336, 4.479)
C (-2.466, 2.212, 3.552)
C (-1.225, 1.946, 2.926)
N (-0.653, 2.773, 2.041)
H (-0.597, -1.031, 4.537)
H (-2.780, -0.510, 5.568)
H (-3.965, 1.575, 4.932)
H (-2.972, 3.137, 3.300)

Record 4
Entry from OMol25: a molecular structure, C34H31Cl2N5O2Ti in a non-equilibrium geometry (wB97M-V/def2-TZVPD).

**Molar mass**: 660.428 g mol⁻¹
**Multiplicity**: 3
**E_tot**: -3508.428533 hartree
**⟨S²⟩**: 2.03
**Charge**: -2
**E_LUMO (alpha / beta)**: 0.15450 / 0.15413 Eh

CARTESIAN COORDINATES (ANGSTROEM)
Ti (2.018, 3.308, 18.997)
O (3.027, 8.469, 23.510)
C (2.201, 8.506, 22.591)
O (1.256, 9.257, 22.360)
C (2.235, 7.364, 21.592)
C (1.226, 7.214, 20.681)
C (1.289, 6.066, 19.870)
N (2.274, 5.120, 19.896)
C (3.364, 5.387, 20.769)
C (3.350, 6.524, 21.572)
C (4.326, 4.302, 20.785)
C (5.497, 4.289, 21.559)
C (6.435, 3.302, 21.341)
C (6.160, 2.253, 20.410)
C (5.003, 2.316, 19.688)
N (4.057, 3.268, 19.915)
C (0.217, 5.743, 18.852)
C (-1.020, 6.513, 18.768)
C (-2.058, 5.976, 17.989)
C (-1.875, 4.716, 17.417)
C (-0.664, 4.086, 17.523)
N (0.358, 4.568, 18.221)
H (0.395, 7.915, 20.527)
H (4.235, 6.721, 22.175)
H (5.776, 5.208, 22.141)
H (7.356, 3.367, 21.879)
H (6.777, 1.387, 20.271)
H (4.771, 1.710, 18.799)
H (-1.107, 7.526, 19.166)
H (-2.885, 6.619, 17.742)
H (-2.672, 4.188, 16.894)
H (-0.491, 3.103, 17.104)
Cl (3.965, 0.100, 16.769)
C (3.715, 1.419, 15.702)
C (4.165, 1.320, 14.396)
C (4.253, 2.530, 13.635)
C (3.918, 3.748, 14.150)
C (3.227, 3.808, 15.348)
Cl (2.739, 5.328, 16.043)
C (3.182, 2.656, 16.206)
N (2.598, 2.792, 17.378)
H (4.505, 0.310, 13.999)
H (4.656, 2.418, 12.572)
H (4.075, 4.699, 13.633)
C (2.418, 2.560, 24.840)
C (1.466, 3.034, 23.758)
C (0.404, 3.835, 24.095)
C (-0.492, 4.189, 23.060)
C (-1.716, 5.054, 23.318)
C (-0.259, 3.707, 21.807)
C (0.798, 2.766, 21.434)
C (1.729, 2.603, 22.467)
N (0.950, 2.143, 20.189)
C (0.285, 0.778, 20.161)
C (0.765, -0.115, 21.288)
C (0.760, 0.065, 18.829)
C (-1.265, 0.932, 20.195)
H (3.486, 2.622, 24.506)
H (2.241, 1.527, 25.129)
H (2.121, 3.146, 25.750)
H (0.317, 4.158, 25.115)
H (-1.519, 5.770, 24.105)
H (-2.652, 4.504, 23.606)
H (-1.868, 5.585, 22.350)
H (-0.947, 4.077, 20.992)
H (2.709, 2.178, 22.331)
H (0.598, -1.153, 21.070)
H (0.479, 0.164, 22.316)
H (1.883, -0.040, 21.351)
H (0.282, -0.942, 18.673)
H (0.592, 0.760, 17.971)
H (1.868, -0.068, 18.840)
H (-1.571, 1.836, 19.641)
H (-1.611, 1.012, 21.223)
H (-1.695, 0.103, 19.637)

Record 5
Entry from OMol25: a molecular structure, C34H31GeKN3O5 (wB97M-V/def2-TZVPD).

**Molar mass**: 673.346 g mol⁻¹
**E_tot**: -4531.739825 hartree
**ΔE to the lowest compared entry with this formula, charge and spin**: 8.9 kcal/mol
**Charge**: -1
**E_LUMO**: 0.08685 Eh

CARTESIAN COORDINATES (ANGSTROEM)
K (0.010, 1.016, -0.689)
O (5.085, -1.989, 0.284)
C (3.802, -1.926, -0.160)
C (2.767, -2.601, 0.469)
C (1.494, -2.457, -0.054)
N (1.197, -1.679, -1.093)
C (2.212, -1.063, -1.718)
C (3.526, -1.175, -1.289)
C (1.929, -0.171, -2.948)
O (2.783, -0.222, -3.837)
O (0.878, 0.516, -2.882)
C (0.391, -3.267, 0.583)
O (0.625, -3.963, 1.544)
O (-0.814, -3.192, 0.062)
H (5.115, -2.535, 1.075)
H (2.914, -3.238, 1.331)
H (4.306, -0.677, -1.846)
C (-0.404, 6.312, 2.366)
C (0.183, 5.630, 1.129)
C (1.501, 4.940, 1.392)
C (2.651, 5.717, 1.523)
C (3.893, 5.142, 1.718)
C (4.001, 3.758, 1.760)
C (2.883, 2.948, 1.622)
C (3.026, 1.447, 1.666)
C (2.639, 0.841, 3.017)
C (1.617, 3.544, 1.463)
N (0.513, 2.693, 1.287)
C (-0.408, 2.679, 2.193)
C (-1.560, 1.849, 2.208)
C (-2.547, 1.870, 3.211)
C (-3.467, 0.886, 2.866)
C (-2.985, 0.326, 1.669)
N (-1.842, 0.888, 1.264)
H (-1.323, 6.848, 2.120)
H (0.305, 7.027, 2.788)
H (-0.640, 5.584, 3.143)
H (0.342, 6.387, 0.356)
H (-0.535, 4.915, 0.728)
H (2.561, 6.796, 1.453)
H (4.775, 5.763, 1.815)
H (4.972, 3.292, 1.889)
H (4.060, 1.185, 1.427)
H (2.405, 0.998, 0.888)
H (3.256, 1.256, 3.816)
H (2.769, -0.244, 3.009)
H (1.595, 1.049, 3.250)
H (-0.310, 3.334, 3.067)
H (-2.565, 2.524, 4.072)
H (-4.362, 0.601, 3.398)
H (-3.434, -0.483, 1.105)
Ge (-1.532, -2.259, -1.342)
C (-3.388, -2.789, -1.043)
C (-4.413, -1.954, -1.482)
C (-5.745, -2.308, -1.319)
C (-6.070, -3.509, -0.706)
C (-5.060, -4.348, -0.253)
C (-3.730, -3.989, -0.420)
C (-0.899, -3.043, -2.991)
C (-0.307, -2.293, -4.003)
C (0.130, -2.914, -5.166)
C (-0.026, -4.283, -5.327)
C (-0.623, -5.037, -4.326)
C (-1.062, -4.417, -3.165)
H (-1.494, -0.756, -1.118)
H (-4.174, -1.002, -1.946)
H (-6.528, -1.642, -1.659)
H (-7.108, -3.787, -0.571)
H (-5.311, -5.279, 0.240)
H (-2.950, -4.635, -0.036)
H (-0.155, -1.228, -3.876)
H (0.610, -2.323, -5.935)
H (0.324, -4.766, -6.232)
H (-0.745, -6.106, -4.447)
H (-1.530, -5.013, -2.388)

Record 6
Entry from OMol25: a molecular structure, C34H31InN8O13 in a non-equilibrium geometry (wB97M-V/def2-TZVPD).

**Molar mass**: 874.483 g mol⁻¹
**E_tot**: -2920.333883 hartree
**ΔE to the lowest compared entry with this formula, charge and spin**: 24.5 kcal/mol
**E_LUMO**: -0.03925 Eh

CARTESIAN COORDINATES (ANGSTROEM)
In (-0.287, -0.161, -0.675)
C (-5.310, 0.191, -3.096)
C (-4.316, 0.237, -1.961)
O (-3.217, 0.756, -2.057)
N (-4.732, -0.324, -0.806)
C (-3.898, -0.316, 0.383)
C (-3.103, -1.594, 0.537)
C (-3.495, -2.516, 1.499)
C (-2.849, -3.738, 1.591)
C (-1.859, -4.037, 0.675)
C (-1.490, -3.058, -0.230)
N (-2.061, -1.851, -0.283)
H (-5.047, 0.942, -3.836)
H (-6.322, 0.374, -2.736)
H (-5.281, -0.787, -3.579)
H (-5.607, -0.819, -0.784)
H (-4.536, -0.168, 1.252)
H (-3.214, 0.527, 0.270)
H (-4.299, -2.265, 2.177)
H (-3.124, -4.447, 2.360)
H (-1.363, -4.997, 0.676)
H (-0.707, -3.238, -0.950)
C (3.380, -2.639, 0.034)
C (2.626, -1.584, -0.765)
C (3.235, -1.359, -2.142)
O (1.248, -2.009, -0.903)
C (2.701, -0.234, 0.015)
O (3.782, 0.093, 0.473)
O (1.609, 0.432, 0.126)
H (3.514, -3.553, -0.547)
H (2.830, -2.866, 0.949)
H (4.352, -2.240, 0.309)
H (3.257, -2.295, -2.708)
H (4.248, -0.981, -2.032)
H (2.648, -0.619, -2.691)
H (1.050, -2.085, -1.852)
C (6.717, 0.807, 3.115)
O (5.627, 1.503, 2.548)
C (4.537, 1.711, 3.311)
C (4.429, 1.352, 4.652)
C (3.296, 1.691, 5.371)
C (2.224, 2.335, 4.760)
C (2.330, 2.664, 3.398)
C (3.471, 2.369, 2.693)
N (1.154, 2.716, 5.600)
N (-0.017, 2.835, 5.208)
C (-0.416, 2.465, 3.907)
C (-1.055, 3.370, 3.090)
C (-1.353, 3.067, 1.758)
C (-1.074, 1.821, 1.224)
O (-1.289, 1.553, -0.055)
C (-0.586, 0.817, 2.114)
N (-0.428, -0.435, 1.626)
C (0.089, -1.379, 2.375)
C (0.439, -1.163, 3.714)
C (0.284, 0.092, 4.242)
C (-0.227, 1.136, 3.447)
H (7.466, 0.738, 2.330)
H (6.428, -0.202, 3.420)
H (7.136, 1.344, 3.971)
H (5.236, 0.833, 5.150)
H (3.224, 1.445, 6.423)
H (1.530, 3.197, 2.908)
H (3.558, 2.624, 1.646)
H (-1.231, 4.372, 3.463)
H (-1.758, 3.820, 1.095)
H (0.228, -2.347, 1.907)
H (0.825, -1.979, 4.309)
H (0.553, 0.284, 5.272)
O (-2.867, 1.167, -8.099)
N (-2.213, 1.787, -7.280)
O (-1.857, 2.944, -7.408)
C (-1.827, 1.095, -6.065)
C (-2.115, -0.250, -5.907)
C (-1.680, -0.923, -4.789)
C (-0.902, -0.291, -3.757)
O (-0.470, -0.935, -2.748)
C (-0.698, 1.115, -3.968)
C (-1.165, 1.790, -5.065)
N (-0.037, 1.875, -2.941)
O (0.884, 1.291, -2.343)
O (-0.372, 3.015, -2.732)
N (-2.115, -2.299, -4.623)
O (-3.144, -2.625, -5.204)
O (-1.459, -3.056, -3.934)
H (-2.677, -0.776, -6.665)
H (-0.992, 2.852, -5.158)